Density functional theory data (ωB97M-V with the def2-TZVPD basis set) for a 6-piece molecular cluster, C6H25NO5 overall at a distorted geometry.

**SMILES string**: CCN(C)C(C)C.O.O.O.O.O
**Electronic energy**: -674.5143 Eh
**Orbital gap**: 9.347 eV
**E_HOMO**: -8.964 eV
**F_max**: 2.2 eV/A
**Relative energy (zero: lowest compared OMol25 entry of this formula, charge and spin)**: 174.5 kJ/mol

```
37
C6H25NO5 ωB97M-V with the def2-TZVPD basis set
C -0.97 -2.00 2.11
C -0.06 -0.78 2.37
N 0.69 -0.32 1.20
C 1.84 -1.24 0.96
C 2.39 1.39 2.09
C 1.08 1.13 1.31
C 1.13 1.71 -0.11
H -0.43 -2.84 1.67
H -1.29 -2.31 3.10
H -1.74 -1.80 1.36
H -0.60 0.04 2.83
H 0.61 -1.18 3.16
H 2.61 -1.05 1.70
H 1.40 -2.22 1.10
H 2.22 -1.04 -0.04
H 2.77 0.56 2.66
H 3.16 1.62 1.35
H 2.27 2.22 2.76
H 0.28 1.59 1.88
H 2.13 1.62 -0.53
H 0.52 1.14 -0.78
H 0.72 2.71 -0.11
H 0.23 -2.05 -1.73
H -0.59 -0.88 -1.00
O -0.54 -1.48 -1.72
H -1.57 -1.41 -4.56
H -1.56 -2.24 -3.25
O -1.41 -2.29 -4.21
H -3.48 0.68 -0.08
H -3.12 0.92 1.33
O -3.19 1.40 0.50
H -1.64 2.22 -2.20
H -2.83 3.06 -1.89
O -2.56 2.34 -2.46
H 1.24 0.25 -3.82
H -0.10 -0.09 -3.23
O 0.37 0.62 -3.70
```

Here are the Löwdin charges for atoms 1 to 6, given in e:
1 C -0.085
2 C -0.274
3 N -0.197
4 C -0.055
5 C -0.047
6 C -0.384

---

Density functional theory data (ωB97M-V with the def2-TZVPD basis set) for a 3-piece molecular cluster, BrClFHN3O overall at a distorted geometry.

**Net charge**: -1
**Electronic energy**: -3374.0898 Eh
**Orbital gap (alpha / beta)**: 7.152 / 7.110 eV
**E_HOMO (alpha / beta)**: -5.359 / -5.343 eV
**F_max**: 2.8 eV/A
**Relative energy (zero: lowest compared OMol25 entry of this formula, charge and spin)**: 341.2 kJ/mol

```
8
BrClFHN3O ωB97M-V with the def2-TZVPD basis set
N -1.52 -0.50 -1.14
N -0.38 0.28 -0.69
N 0.03 1.38 -0.76
O -1.79 -1.54 -0.62
F 0.38 -0.94 0.59
Cl 0.90 0.13 3.09
Br 1.59 1.63 -2.27
H 0.80 -0.43 1.80
```

Here are the Löwdin charges for atoms 1 to 6, given in e:
1 N 0.006
2 N -0.201
3 N -0.196
4 O 0.026
5 F -0.429
6 Cl 0.019

---

Density functional theory data (ωB97M-V with the def2-TZVPD basis set) for one molecule with the formula C2H3BrO2 at a distorted geometry.

**SMILES string**: O[C@@]1(Br)CO1
**Electronic energy**: -2802.4349 Eh
**Orbital gap**: 10.537 eV
**E_HOMO**: -9.984 eV
**F_max**: 3.9 eV/A
**Relative energy (zero: lowest compared OMol25 entry of this formula, charge and spin)**: 206.5 kJ/mol

```
8
C2H3BrO2 ωB97M-V with the def2-TZVPD basis set
C -0.31 0.93 -0.39
C 0.07 -0.35 0.16
O -0.90 -0.28 -0.80
O 1.24 -0.94 0.23
Br -0.84 -0.63 1.98
H -1.03 1.60 0.08
H 0.38 1.43 -1.04
H 1.39 -1.75 -0.24
```

Here are the Löwdin charges for atoms 1 to 6, given in e:
1 C -0.132
2 C -0.887
3 O 0.001
4 O 0.052
5 Br 0.618
6 H 0.114

---

Density functional theory data (ωB97M-V with the def2-TZVPD basis set) for C4H11ClNiSbSe4 as an isolated structure at a distorted geometry.

**Net charge**: -1
**Electronic energy**: -11973.4981 Eh
**Orbital gap (alpha / beta)**: 6.322 / 5.637 eV
**⟨S²⟩**: 2.0538
**2S+1**: 3
**E_HOMO (alpha / beta)**: -3.642 / -3.723 eV
**F_max**: 2.5 eV/A
**Relative energy (zero: lowest compared OMol25 entry of this formula, charge and spin)**: 126.2 kJ/mol

```
22
C4H11ClNiSbSe4 ωB97M-V with the def2-TZVPD basis set
Ni -0.20 -1.65 0.15
Se 1.41 -3.32 0.14
Se 3.36 -2.28 -0.10
Se 1.59 -0.92 3.27
Se 0.24 -2.41 2.32
Cl -1.96 -4.44 0.11
C -1.89 -2.69 -0.30
H -2.75 -2.25 0.21
H -2.07 -2.64 -1.38
C 2.03 1.59 -0.27
Sb 0.13 0.60 -0.45
C -0.82 1.61 1.20
C -0.68 1.88 -1.96
H 1.85 2.67 -0.25
H 2.67 1.34 -1.11
H 2.51 1.27 0.65
H -0.69 2.68 1.08
H -0.36 1.27 2.13
H -1.88 1.36 1.22
H -0.52 2.92 -1.66
H -1.75 1.71 -2.08
H -0.19 1.71 -2.92
```

Here are the Löwdin charges for atoms 1 to 6, given in e:
1 Ni -0.447
2 Se -0.039
3 Se -0.158
4 Se -0.169
5 Se -0.035
6 Cl 0.347

---

> Which formula does entry 4 have?

C4H11ClNiSbSe4